[1]
6 unconnected molecules or ions with the total composition H12O6 at a distorted geometry, computed with the ωB97M-V functional and the def2-TZVPD basis.

Output
Multiplicity: 2
Total charge: -1
E_HOMO (alpha / beta): 0.6 / -7.5 eV
<S²>: 0.75
LUMO energy (alpha / beta): 3.06 / 3.24 eV
ΔE to the lowest compared entry with this formula, charge and spin: 20.3 kcal per mole
Kohn-Sham gap (alpha / beta): 0.090 / 0.395 Ha

The geometry in XYZ format:
```
18
H12O6, DFT the ωB97M-V functional and the def2-TZVPD basis
O 2.70 -0.44 2.36
H 2.06 -1.05 1.98
H 2.17 0.19 2.85
O 0.84 -1.94 1.24
H 1.03 -2.72 1.76
H 0.41 -2.27 0.45
O 0.74 -2.38 -2.77
H 0.39 -2.04 -1.95
H 1.25 -1.65 -3.12
O -0.44 2.97 0.02
H -1.16 3.13 0.64
H 0.26 3.57 0.31
O -3.45 1.00 -0.93
H -3.47 1.48 -1.75
H -2.52 0.84 -0.77
O -0.52 0.25 -0.35
H 0.08 -0.14 0.28
H -0.37 1.20 -0.27
```

---

[2]
6 unconnected molecules or ions with the total composition H12O6, computed with the ωB97M-V functional and the def2-TZVPD basis.

Output
SMILES: O.O.O.O.O.O
E_HOMO: -10.8 eV
LUMO energy: 0.31 eV
ΔE to the lowest compared entry with this formula, charge and spin: 22.8 kcal per mole
Kohn-Sham gap: 0.407 Ha

The geometry in XYZ format:
```
18
H12O6, DFT the ωB97M-V functional and the def2-TZVPD basis
O -2.12 1.23 2.19
H -1.76 0.36 2.41
H -2.98 1.02 1.80
O 2.17 1.31 -2.87
H 1.97 1.89 -3.60
H 2.09 0.42 -3.23
O -0.42 -2.06 -2.97
H -0.39 -1.37 -2.29
H -1.27 -1.95 -3.41
O -0.27 -1.50 2.99
H 0.11 -0.76 2.49
H 0.24 -2.27 2.74
O -0.20 -0.17 -0.90
H -0.33 -0.23 0.05
H 0.43 0.55 -1.02
O 0.77 0.81 1.81
H 0.30 1.55 2.22
H 1.64 1.15 1.58
```

---

[3]
6 unconnected molecules or ions with the total composition H12O6 at a distorted geometry, computed with the ωB97M-V functional and the def2-TZVPD basis.

Output
SMILES: O.O.O.O.O.O
E_HOMO: -11.4 eV
LUMO energy: 0.72 eV
ΔE to the lowest compared entry with this formula, charge and spin: 44.5 kcal per mole
Kohn-Sham gap: 0.444 Ha

The geometry in XYZ format:
```
18
H12O6, DFT the ωB97M-V functional and the def2-TZVPD basis
O 5.06 -1.14 -1.09
H 5.84 -0.63 -1.19
H 4.32 -0.57 -1.27
O -2.37 -1.07 -2.12
H -2.36 -1.96 -1.78
H -2.71 -1.12 -3.01
O 6.41 -1.24 2.03
H 6.46 -0.98 1.12
H 7.25 -1.03 2.45
O -7.17 8.71 0.23
H -7.48 8.00 0.79
H -7.22 9.48 0.80
O 2.37 1.26 2.31
H 1.43 1.12 2.26
H 2.59 0.35 2.57
O -4.02 -6.06 -1.46
H -4.70 -6.57 -1.89
H -3.72 -6.56 -0.72
```

---

[4]
6 unconnected molecules or ions with the total composition H12O6, computed with the ωB97M-V functional and the def2-TZVPD basis.

Output
SMILES: O.O.O.O.O.O
E_HOMO: -11.2 eV
LUMO energy: 0.29 eV
ΔE to the lowest compared entry with this formula, charge and spin: 37.4 kcal per mole
Kohn-Sham gap: 0.422 Ha

The geometry in XYZ format:
```
18
H12O6, DFT the ωB97M-V functional and the def2-TZVPD basis
O 4.82 -27.37 11.84
H 4.44 -28.08 11.32
H 5.55 -27.05 11.31
O 0.64 -29.03 6.90
H -0.25 -29.16 6.58
H 0.68 -28.11 7.14
O -1.43 -25.48 7.89
H -1.71 -24.56 7.81
H -2.25 -25.97 7.93
O 1.26 -26.06 12.03
H 1.03 -26.39 11.16
H 2.11 -26.45 12.23
O 2.28 -27.49 15.79
H 1.51 -27.42 16.36
H 2.11 -26.86 15.09
O 6.80 -26.66 14.79
H 6.57 -27.05 15.64
H 6.19 -27.07 14.18
```

---

[5]
6 unconnected molecules or ions with the total composition H12O6 at a distorted geometry, computed with the ωB97M-V functional and the def2-TZVPD basis.

Output
SMILES: O.O.O.O.O.O
E_HOMO: -11.1 eV
LUMO energy: 0.31 eV
ΔE to the lowest compared entry with this formula, charge and spin: 65.8 kcal per mole
Kohn-Sham gap: 0.421 Ha

The geometry in XYZ format:
```
18
H12O6, DFT the ωB97M-V functional and the def2-TZVPD basis
H -0.64 2.83 -0.31
H 0.20 1.71 0.09
H 4.04 0.15 0.86
H 4.68 -1.00 0.23
H -2.39 -1.51 -0.76
H -2.42 -2.28 0.62
H -4.56 1.51 0.72
H -3.83 0.22 0.27
H 0.17 -0.15 -1.13
H -0.61 -1.45 -0.76
H 2.30 0.84 -0.16
H 2.74 -0.69 -0.08
O 0.29 2.54 -0.26
O 4.49 -0.61 1.12
O -1.97 -2.12 -0.21
O -4.43 0.50 0.94
O -0.52 -0.55 -0.56
O 2.44 0.06 -0.63
```

---

[6]
6 unconnected molecules or ions with the total composition H12O6, computed with the ωB97M-V functional and the def2-TZVPD basis.

Output
SMILES: O.O.O.O.O.O
E_HOMO: -10.8 eV
LUMO energy: -0.07 eV
ΔE to the lowest compared entry with this formula, charge and spin: 27.8 kcal per mole
Kohn-Sham gap: 0.396 Ha

The geometry in XYZ format:
```
18
H12O6, DFT the ωB97M-V functional and the def2-TZVPD basis
O 0.93 -0.57 1.53
H 1.84 -0.88 1.67
H 0.79 0.10 2.21
O 3.20 1.27 -1.75
H 3.28 0.46 -1.24
H 3.03 1.96 -1.10
O 0.00 -3.10 0.41
H -0.73 -3.47 0.92
H 0.12 -2.20 0.77
O -3.02 -0.01 -1.34
H -3.20 -0.94 -1.50
H -2.10 0.01 -1.04
O -0.17 0.43 -0.93
H 0.58 0.14 -1.47
H 0.09 0.25 -0.01
O -1.20 2.24 1.12
H -1.54 2.63 0.31
H -1.91 1.67 1.44
```

---

[7]
6 unconnected molecules or ions with the total composition H12O6 at a distorted geometry, computed with the ωB97M-V functional and the def2-TZVPD basis.

Output
SMILES: O.O.O.O.O.O
E_HOMO: -10.6 eV
LUMO energy: 0.12 eV
ΔE to the lowest compared entry with this formula, charge and spin: 31.2 kcal per mole
Kohn-Sham gap: 0.396 Ha

The geometry in XYZ format:
```
18
H12O6, DFT the ωB97M-V functional and the def2-TZVPD basis
O -1.93 -0.32 0.66
H -2.49 -0.13 -0.12
H -1.03 -0.51 0.37
O -0.52 2.21 0.25
H -1.06 2.15 1.01
H 0.36 2.00 0.50
O 0.47 2.45 -2.24
H -0.03 2.28 -1.47
H 0.00 1.96 -2.91
O 0.66 -0.75 -0.57
H 1.17 -0.21 -1.14
H 0.93 -0.44 0.32
O 1.39 -0.32 2.21
H 1.96 0.28 2.64
H 1.37 -1.18 2.60
O -0.52 -3.32 -0.38
H -0.67 -3.65 -1.26
H -0.05 -2.50 -0.50
```

---

[8]
6 unconnected molecules or ions with the total composition H12O6 at a distorted geometry, computed with the ωB97M-V functional and the def2-TZVPD basis.

Output
SMILES: O.O.O.O.O.O
E_HOMO: -10.5 eV
LUMO energy: -0.30 eV
ΔE to the lowest compared entry with this formula, charge and spin: 69.8 kcal per mole
Kohn-Sham gap: 0.376 Ha

The geometry in XYZ format:
```
18
H12O6, DFT the ωB97M-V functional and the def2-TZVPD basis
O -2.04 2.09 -1.42
H -1.25 1.83 -0.98
H -2.10 3.11 -1.11
O 3.29 0.45 -1.99
H 4.21 0.69 -1.60
H 2.74 0.19 -1.28
O -0.45 0.13 -0.11
H 0.46 0.01 0.25
H -0.57 -0.67 -0.52
O 2.04 -0.07 1.17
H 2.08 0.86 1.75
H 1.88 -0.70 1.87
O -1.81 -2.03 -1.06
H -2.24 -2.38 -0.29
H -1.13 -2.55 -0.98
O -2.06 -0.26 2.07
H -1.57 -0.19 1.28
H -1.49 -0.50 2.92
```